1.
C25H45F5N3O21S2 | ωB97M-V/def2-TZVPD

CARTESIAN COORDINATES (ANGSTROEM)
C 4.343 1.915 3.947
N 3.343 2.866 3.379
C 2.207 3.150 4.335
C 4.033 4.155 3.152
C 2.785 2.357 2.071
C 1.863 1.190 2.207
O 1.892 0.603 0.906
H 3.875 1.032 4.372
H 4.987 2.476 4.615
H 4.978 1.539 3.141
H 1.525 2.313 4.412
H 1.726 4.078 4.034
H 2.685 3.418 5.279
H 4.726 3.971 2.324
H 4.627 4.521 3.982
H 3.349 4.916 2.787
H 3.634 2.209 1.403
H 2.303 3.253 1.671
H 0.836 1.532 2.358
H 2.151 0.449 2.957
H 1.128 -0.012 0.875
C -1.967 0.203 -4.452
N -1.156 1.464 -4.366
C -0.651 1.669 -5.761
C -2.045 2.613 -4.003
C 0.064 1.406 -3.476
C -0.142 1.041 -2.051
O -0.315 -0.328 -1.902
H -2.862 0.408 -5.028
H -2.191 -0.113 -3.441
H -1.378 -0.579 -4.921
H -1.477 1.577 -6.461
H 0.135 0.944 -5.946
H -0.246 2.670 -5.923
H -2.861 2.623 -4.714
H -1.419 3.503 -4.011
H -2.353 2.472 -2.970
H 0.445 2.426 -3.576
H 0.822 0.796 -3.964
H -0.920 1.641 -1.540
H 0.696 1.468 -1.470
H -0.303 -0.611 -0.948
N -0.213 -1.007 0.710
S -1.444 -0.599 1.620
O -1.241 -0.765 3.015
O -2.742 -0.783 1.062
F -1.306 1.007 1.409
S -0.075 -2.655 1.034
O -1.150 -3.377 0.459
O 0.552 -2.999 2.244
F 1.084 -2.862 -0.043
C -4.860 -0.340 -0.949
C -3.716 0.568 -1.478
O -4.125 0.937 -2.789
C -5.384 0.461 -3.042
O -5.944 0.620 -4.061
O -5.808 -0.290 -2.020
H -5.172 0.071 0.007
H -4.602 -1.387 -0.833
H -2.788 0.007 -1.558
H -3.636 1.440 -0.832
C 3.861 -1.207 -1.812
C 4.466 0.093 -2.323
O 4.554 0.820 -1.094
C 4.881 -0.079 -0.118
O 5.448 0.195 0.884
O 4.502 -1.308 -0.524
H 4.231 -2.102 -2.311
H 2.773 -1.214 -1.780
H 3.760 0.582 -2.994
H 5.447 0.046 -2.791
C -3.005 3.140 4.115
C -2.101 2.536 5.163
O -1.364 3.664 5.597
C -1.260 4.503 4.526
O -0.419 5.333 4.425
O -2.198 4.212 3.609
F -1.157 1.737 4.564
H -3.927 3.496 4.571
H -3.163 2.464 3.279
H -2.520 1.965 5.982
C -0.118 -6.149 2.912
C -1.424 -6.862 2.536
O -2.414 -5.977 2.953
C -1.897 -5.153 3.922
O -2.534 -4.434 4.609
O -0.561 -5.288 3.960
F -1.533 -8.098 3.087
H 0.243 -5.632 2.026
H 0.619 -6.836 3.317
H -1.516 -6.958 1.453
C 0.459 -3.456 -3.161
C -0.953 -3.886 -3.502
O -1.108 -2.982 -4.630
C 0.069 -3.044 -5.310
O 0.224 -2.765 -6.446
O 1.067 -3.391 -4.435
F -1.819 -3.553 -2.532
H 0.880 -4.247 -2.536
H 0.374 -2.547 -2.566
H -1.168 -4.890 -3.862

Properties
E_LUMO = -2.23 eV
HOMO level = -0.460 Eh
charge = +1

2.
C12H33AsGeN2ReS4Si3 | ωB97M-V/def2-TZVPD

CARTESIAN COORDINATES (ANGSTROEM)
Re -1.378 0.033 -1.261
S -4.708 0.324 -4.532
As -3.907 -0.035 -2.579
S -3.121 1.562 -1.257
S -2.644 -1.757 -1.964
S -6.018 -0.266 -2.881
C -3.982 -0.590 4.922
Si -2.661 0.652 4.790
C -1.214 0.566 5.891
C -2.774 1.963 3.513
Ge 0.246 -0.152 0.302
Si 1.050 -4.097 0.044
C 1.767 -3.755 -1.600
C 2.098 -4.022 1.531
C -0.665 -4.715 0.159
Si 2.434 2.045 0.651
C 3.243 1.367 -0.859
C 1.348 3.513 0.460
C 3.035 1.531 2.299
H -4.930 -0.086 5.146
H -3.787 -1.326 5.702
H -4.129 -1.102 3.966
H -1.562 0.570 6.931
H -0.517 1.392 5.756
H -0.693 -0.388 5.759
H -3.789 2.045 3.124
H -2.098 1.772 2.668
H -2.478 2.925 3.942
H 2.851 -3.644 -1.558
H 1.326 -2.851 -2.032
H 1.523 -4.582 -2.275
H 2.881 -3.267 1.463
H 2.604 -4.998 1.596
H 1.526 -3.902 2.451
H -1.375 -3.881 0.139
H -0.826 -5.275 1.081
H -0.893 -5.357 -0.696
H 2.561 0.744 -1.444
H 4.123 0.774 -0.607
H 3.555 2.194 -1.503
H 0.435 3.267 -0.084
H 1.878 4.273 -0.125
H 1.083 3.951 1.422
H 3.255 0.464 2.336
H 2.340 1.799 3.094
H 3.979 2.057 2.498
C 2.004 1.076 -5.382
N 0.682 1.509 -4.871
C -0.028 2.573 -5.622
C 0.211 1.059 -3.773
N -0.233 0.648 -2.769
H 2.732 1.869 -5.219
H 1.906 0.882 -6.447
H 2.313 0.164 -4.878
H 0.619 3.446 -5.686
H -0.948 2.836 -5.108
H -0.249 2.204 -6.621

Properties
E_LUMO (alpha / beta) = -12.42 / -12.25 eV
HOMO level (alpha / beta) = -0.662 / -0.683 Eh
ΔE to the lowest compared entry with this formula, charge and spin = 2.421 eV
<S²> = 0.80
2S+1 = 2
charge = +4